No. 1
Molecular formula: C54H36Cl4N7RbSeSi
Method: DFT, ωB97M-V/def2-TZVPD

Calculated values
Total charge: -2
HOMO-LUMO gap (eV): 4.916
E_tot (eV): -190983.229

Element x y z (Å)
Rb -0.74515 0.16370 -1.08045
Cl -0.14386 9.27437 1.37653
C -0.07207 7.53288 1.22979
C -1.02489 6.87214 0.47446
C -0.95895 5.49028 0.36641
C 0.04185 4.75963 1.00449
C 0.98907 5.45703 1.75150
C 0.93929 6.83795 1.86971
C 0.10662 3.27387 0.88581
C -0.92307 2.54648 1.50875
C -2.04769 3.13829 2.21731
C -2.81242 2.10765 2.65157
C -2.14445 0.88767 2.21741
C -2.62614 -0.42603 2.45687
C -3.84836 -0.55145 3.29789
C -3.87858 -0.09702 4.61631
C -5.01548 -0.21898 5.40044
C -6.14553 -0.80912 4.86152
Cl -7.58350 -0.97022 5.84504
C -6.15382 -1.27165 3.55770
C -5.00760 -1.13697 2.78728
C -2.05274 -1.61451 1.98344
N -0.98947 -1.69817 1.15245
C -0.68029 -3.00476 1.02696
C 0.43004 -3.53271 0.35055
C 0.57817 -5.01918 0.37924
C -0.25240 -5.82261 -0.40020
C -0.14787 -7.20717 -0.37904
C 0.80641 -7.79404 0.43181
Cl 0.95129 -9.53798 0.46972
C 1.64954 -7.02603 1.21557
C 1.52719 -5.64471 1.18511
C 1.46604 -2.79922 -0.27062
C 2.72113 -3.39783 -0.73565
C 3.49537 -2.37555 -1.14842
C 2.71194 -1.15739 -0.94191
N 1.48811 -1.47052 -0.45009
C 3.21509 0.13256 -1.12077
C 2.59966 1.34075 -0.70877
C 3.07891 2.66927 -1.06428
C 2.20845 3.54807 -0.51143
C 1.21242 2.74868 0.18573
N 1.48515 1.43135 0.03582
C 4.55676 0.25411 -1.75319
C 5.63186 0.79669 -1.05207
C 6.88605 0.90916 -1.63217
C 7.06899 0.47294 -2.93302
Cl 8.64899 0.61435 -3.67201
C 6.02400 -0.07257 -3.65736
C 4.77500 -0.17759 -3.06069
C -1.61713 -3.81774 1.80861
C -2.47195 -2.95714 2.39613
N -1.02126 1.19195 1.54282
H -1.80192 7.43189 -0.02849
H -1.69233 4.96116 -0.22912
H 1.77483 4.89924 2.24593
H 1.67605 7.37284 2.45420
H -2.23692 4.19031 2.36523
H -3.74309 2.17353 3.19388
H -2.98685 0.35615 5.03153
H -5.02575 0.13277 6.42356
H -7.04756 -1.72298 3.14817
H -5.00594 -1.48566 1.76231
H -0.99224 -5.34770 -1.03231
H -0.79587 -7.82235 -0.98886
H 2.38746 -7.50502 1.84533
H 2.17503 -5.02858 1.79675
H 2.97818 -4.44564 -0.72164
H 4.51049 -2.42946 -1.50983
H 3.93703 2.89539 -1.67879
H 2.22840 4.62443 -0.58867
H 5.47825 1.11498 -0.02862
H 7.71868 1.32357 -1.07919
H 6.18373 -0.40479 -4.67444
H 3.94617 -0.59715 -3.61677
H -1.59899 -4.89210 1.91092
H -3.27608 -3.19858 3.07402
Se 6.27169 -0.21239 3.67471
N 5.05100 0.51180 4.76275
C 3.89775 0.33850 4.15798
C 2.62702 0.78623 4.65534
C 1.53124 0.54203 3.90460
C 1.64586 -0.16135 2.64351
N 2.77755 -0.55955 2.16613
C 3.92045 -0.34939 2.86615
N 5.10761 -0.71858 2.43504
H 2.59199 1.31671 5.59877
H 0.54756 0.87674 4.21099
H 0.75915 -0.30390 2.02948
C -4.76251 2.23901 -6.67738
Si -3.98776 0.54529 -6.38609
C -2.91102 0.19215 -7.89408
C -5.40514 -0.70142 -6.43583
C -3.07184 0.47623 -4.86107
C -2.42773 0.46398 -3.80022
H -5.32201 2.29419 -7.61601
H -3.98114 3.00293 -6.69551
H -5.43964 2.48383 -5.85521
H -3.48192 0.26879 -8.82521
H -2.47688 -0.80865 -7.83661
H -2.08594 0.90737 -7.93757
H -5.96427 -0.62035 -7.37441
H -6.09696 -0.52490 -5.60881
H -5.03354 -1.72452 -6.34512

No. 2
Molecular formula: C6H10N4O
Method: DFT, ωB97M-V/def2-TZVPD

Calculated values
Total charge: 0
HOMO-LUMO gap (eV): 9.682
Structure (SMILES): C=C(C)n1cnnc1.C=NO
E_tot (eV): -14387.009

Element x y z (Å)
C 1.06734 -1.26115 1.62936
C -0.68865 -0.41932 2.41186
C -1.64280 0.25023 -0.29535
C 0.13980 -1.43788 -1.15304
C 0.82312 1.57615 -0.38987
C -0.49446 -0.44502 -0.05064
N 1.08671 -1.42591 2.90983
N 0.00449 -0.87824 3.39064
N 1.38474 1.49597 0.71784
N -0.07670 -0.77748 1.23821
O 0.81567 2.20876 1.77715
H 1.87957 -1.35703 0.93511
H -1.55455 0.09651 2.65651
H -1.87393 0.22659 -1.40257
H 1.13844 1.83958 2.57929
H -2.37900 0.80630 0.19742
H -0.00960 -1.15698 -2.19317
H 1.26528 -1.34175 -1.11455
H -0.19986 -2.40807 -1.05824
H 1.21456 0.91034 -1.14653
H 0.03014 2.16344 -0.66430

No. 3
Molecular formula: C7H7Cl2N4O
Method: DFT, ωB97M-V/def2-TZVPD

Calculated values
Total charge: +1
HOMO-LUMO gap (eV): 8.733
E_tot (eV): -40415.396

Element x y z (Å)
C -1.66107 -4.63905 0.63131
C -2.35246 -3.42525 0.46345
C -1.60901 -4.05869 -1.42441
C -1.32896 -4.30441 -2.70714
C -1.31889 0.03145 -0.50830
C 1.78025 0.47491 -0.22834
C 0.64698 1.21702 0.47718
N -1.17252 -5.00683 -0.54819
N -2.31130 -3.08349 -0.79634
N -0.56369 0.71623 0.07707
N -2.24473 -0.53173 -1.13103
O -1.06013 -4.71343 -3.71055
Cl -1.63490 -5.52780 2.09723
Cl -3.16060 -2.64654 1.66417
H 1.94593 -0.37256 0.31967
H 1.23546 0.15697 -1.17935
H 2.73240 0.93648 -0.25958
H 0.85108 1.16227 1.52442
H 0.59556 2.25785 0.33160
H -2.53526 -1.48737 -0.81404
H -2.93935 -0.22857 -1.79967

No. 4
Molecular formula: C5H6IO2P
Method: DFT, ωB97M-V/def2-TZVPD

Calculated values
Total charge: 0
HOMO-LUMO gap (eV): 9.155
Structure (SMILES): C=C1OC(P)(I)OC1=C
E_tot (eV): -26763.598

Element x y z (Å)
C 0.16022 -1.03275 0.24811
C -0.56092 -0.28014 -0.80511
C 0.18356 -2.27746 0.58693
C -1.24391 -0.81179 -1.79373
C 0.71426 1.14251 0.40806
O 0.81146 -0.06131 1.00383
O -0.51094 1.05327 -0.53166
P 0.66759 2.38497 1.82846
I 2.41015 1.51086 -0.90383
H 0.76975 -2.70825 1.37630
H -0.19412 -3.02441 -0.16105
H -1.89142 -0.23325 -2.50673
H -1.16430 -1.92949 -1.96546
H -0.74304 2.43935 1.90750
H 0.59166 3.82789 1.30838

Summary of energy above the lowest of the compared OMol25 structures with the same formula, charge and spin in kcal/mol
0.0, 106.5, 10.0, 7.4
(order as listed above)
Summary of lowest unoccupied orbital energy in eV
3.04, 0.42, -3.92, 0.12
(order as listed above)
Summary of HOMO energy in eV
-1.878, -9.264, -12.657, -9.039
(order as listed above)